1.
This record from the OMol25 dataset describes a 2-piece molecular cluster, C5H10NO3 overall in a non-equilibrium geometry. The level of theory is ωB97M-V/def2-TZVPD.

Calculated values
**Net charge**: -1
**Multiplicity**: 1
**ΔE to the lowest compared entry with this formula, charge and spin**: 39.81 kcal per mole
**Kohn-Sham gap**: 7.7 eV
**Highest occupied orbital energy**: -4.1 eV
**DFT total energy**: -12980.8791 eV

Atoms and positions in Å:
O: -0.29975 2.96533 1.20860
C: -0.52677 1.73894 1.25901
O: -1.60717 1.15546 1.49686
C: 0.71660 0.82413 0.94367
C: 0.46460 -0.65177 1.28374
C: 0.22423 -1.51128 0.05962
C: -0.78774 -1.33151 -0.78470
N: -0.91647 -2.07092 -2.00920
H: 0.97518 1.04392 -0.09198
H: 1.51925 1.22927 1.56746
H: 1.31398 -1.05293 1.83705
H: -0.40629 -0.73715 1.90694
H: 1.02238 -2.16597 -0.29559
H: -1.49120 -0.52620 -0.58991
H: -1.74996 -2.65382 -1.95608
H: -0.16736 -2.75672 -2.04227
H: 1.13773 -0.63113 -2.59753
H: 2.04404 -0.05891 -1.54790
O: 2.07039 -0.43861 -2.44289

2.
This record from the OMol25 dataset describes C4H7BaO2 as an isolated structure in a non-equilibrium geometry. The level of theory is ωB97M-V/def2-TZVPD.

Calculated values
**Net charge**: 0
**Multiplicity**: 2
**⟨S²⟩**: 0.75
**ΔE to the lowest compared entry with this formula, charge and spin**: 0.00 kcal per mole
**Kohn-Sham gap (spin up / spin down)**: 4.8 / 6.7 eV
**Highest occupied orbital energy (spin up / spin down)**: -5.0 / -7.1 eV
**DFT total energy**: -9045.5131 eV

Atoms and positions in Å:
O: 2.28403 0.98978 0.35018
C: 2.31876 -0.21618 0.29015
C: 1.13415 -1.13263 0.47997
O: -0.05835 -0.49628 0.78921
C: -0.75700 0.03931 -0.35404
C: -1.89585 0.92406 0.06000
Ba: -3.29847 2.62571 -1.88685
H: 3.25681 -0.74822 0.00675
H: 1.40506 -1.81908 1.30127
H: 1.05449 -1.75785 -0.43280
H: -1.14012 -0.80998 -0.94928
H: -0.00286 0.49123 -1.02169
H: -2.70684 0.30711 0.48887
H: -1.59382 1.60303 0.87826

3.
This record from the OMol25 dataset describes C6H15N2OS as an isolated structure in a non-equilibrium geometry. The level of theory is ωB97M-V/def2-TZVPD.

Calculated values
**Net charge**: +1
**Multiplicity**: 1
**ΔE to the lowest compared entry with this formula, charge and spin**: 34.35 kcal per mole
**Kohn-Sham gap**: 9.0 eV
**Highest occupied orbital energy**: -12.0 eV
**DFT total energy**: -22319.0082 eV

Atoms and positions in Å:
C: 2.56496 -1.08399 -0.32986
C: 2.57633 -0.29895 0.93687
C: 0.98013 0.71441 -0.85484
C: -2.69588 0.62679 1.18164
C: -0.98888 1.06983 -0.48580
C: -1.26519 0.27760 0.74112
N: -1.78265 0.58138 -1.52120
N: 1.24207 -0.77673 -0.90831
O: -1.15506 -1.14353 0.48068
S: 1.99507 1.40851 0.46442
H: 3.32009 -0.84891 -0.94771
H: 2.54167 -2.10767 -0.27028
H: 1.91851 -0.62746 1.60981
H: 3.41339 -0.02763 1.47860
H: 1.26793 1.10269 -1.87371
H: -3.20691 -0.32425 1.35034
H: -2.76468 1.24216 2.14832
H: -3.11479 1.14275 0.40548
H: -1.03024 2.08628 -0.52641
H: -0.68830 0.37025 1.64219
H: -2.14735 -0.35185 -1.32520
H: -1.43957 0.72312 -2.46087
H: 1.01693 -0.98474 -1.85374
H: 0.38468 -1.27108 -0.45559
H: -0.94228 -1.49897 1.37404

4.
This record from the OMol25 dataset describes a single C5H6O molecule. The level of theory is ωB97M-V/def2-TZVPD.

Calculated values
**Net charge**: 0
**Multiplicity**: 1
**SMILES string**: C#C[C@@H](C)C=O
**ΔE to the lowest compared entry with this formula, charge and spin**: 43.95 kcal per mole
**Kohn-Sham gap**: 10.7 eV
**Highest occupied orbital energy**: -9.8 eV
**DFT total energy**: -7327.3788 eV

Atoms and positions in Å:
C: -1.78402 -0.98023 1.33593
C: -1.04655 -0.29206 0.67844
C: -0.09486 0.48439 -0.12886
C: 1.32892 0.35973 0.42347
C: -0.17855 -0.03392 -1.56839
O: 0.46794 -0.96517 -1.97373
H: -2.43106 -1.59180 1.92569
H: -0.41250 1.53560 -0.13302
H: 1.37509 0.76060 1.43943
H: 1.63040 -0.68964 0.44119
H: 2.03209 0.91204 -0.20764
H: -0.88690 0.50045 -2.23252

5.
This record from the OMol25 dataset describes C2H9O3 as an isolated structure in a non-equilibrium geometry. The level of theory is ωB97M-V/def2-TZVPD.

Calculated values
**Net charge**: -1
**Multiplicity**: 1
**ΔE to the lowest compared entry with this formula, charge and spin**: 6.71 kcal per mole
**Kohn-Sham gap**: 8.4 eV
**Highest occupied orbital energy**: -4.0 eV
**DFT total energy**: -8363.0346 eV

Atoms and positions in Å:
C: -1.00096 -1.14208 -0.09830
O: -0.63849 0.16004 -0.40063
C: -1.73434 -1.20937 1.27138
H: -0.16117 -1.84670 0.02505
H: -1.67944 -1.47099 -0.89020
H: -2.23854 -2.17586 1.41752
H: -2.50325 -0.42981 1.27595
H: -1.09638 -1.02098 2.13145
H: 2.41282 0.73749 -0.93930
H: 1.04530 0.81988 -1.52293
O: 1.95272 0.90206 -1.80205
H: 0.62424 1.73587 1.46353
H: 0.16825 0.56269 0.34178
O: 1.06750 1.07281 0.94912

6.
This record from the OMol25 dataset describes C27H58HfO3P2SSi as an isolated structure in a non-equilibrium geometry. The level of theory is ωB97M-V/def2-TZVPD.

Calculated values
**Net charge**: +2
**Multiplicity**: 1
**ΔE to the lowest compared entry with this formula, charge and spin**: 115.89 kcal per mole
**Kohn-Sham gap (spin up / spin down)**: 4.5 / 4.5 eV
**Highest occupied orbital energy (spin up / spin down)**: -11.7 / -11.7 eV
**DFT total energy**: -73661.4437 eV

Atoms and positions in Å:
P: -2.17360 -2.21625 -2.60830
P: -3.48820 -3.60840 0.54301
C: -3.24421 -3.68086 -2.35167
C: -4.19964 -3.67258 -1.17836
H: -2.61539 -4.57771 -2.30183
H: -3.84543 -3.83254 -3.26890
H: -4.93937 -2.85636 -1.21019
H: -4.78125 -4.61789 -1.18868
C: -3.93087 -5.35576 0.97282
H: -3.75142 -5.60582 2.02642
H: -3.37552 -6.05407 0.33455
H: -5.00586 -5.48846 0.75296
C: -4.78145 -2.76075 1.50772
H: -5.62356 -3.43954 1.63728
H: -5.13889 -1.88634 0.95498
H: -4.43333 -2.43494 2.49081
C: -0.95671 -2.95009 -3.74208
H: -0.28432 -2.16431 -4.09160
H: -1.43796 -3.38520 -4.63095
H: -0.36867 -3.74634 -3.27451
C: -3.13444 -0.98165 -3.61987
H: -3.89607 -0.46976 -3.01881
H: -3.62970 -1.40483 -4.48932
H: -2.45544 -0.18567 -3.96476
Hf: -1.09440 0.80838 -0.73279
C: -1.97440 -3.45688 1.79674
C: -1.08036 -4.47953 1.34244
C: -0.62169 -4.46697 -0.07483
C: 0.56903 -3.43545 -0.20471
C: 0.05103 -2.27385 -0.92878
C: -1.31412 -1.86822 -0.85108
C: -2.09482 -1.35897 0.36968
C: -1.55908 -1.93621 1.67728
C: -0.11123 1.01290 -2.68198
H: -2.45760 -3.73799 2.77352
H: -0.62841 -5.18435 2.05153
H: -1.46584 -4.14567 -0.71310
H: -0.38709 -5.43108 -0.60104
H: 0.95298 -3.13927 0.79423
H: 1.40449 -3.80991 -0.82814
H: 0.67947 -1.57420 -1.53912
H: -1.92006 -0.45048 -1.77214
H: -3.21327 -1.54623 0.27070
H: -2.23081 -0.15953 0.54234
H: -0.47337 -1.78294 1.71868
H: -1.93659 -1.30399 2.49243
H: 0.85162 1.58671 -2.58276
H: -0.75323 1.55904 -3.40014
H: 0.13251 0.05879 -3.19479
C: 4.16803 2.69084 -2.56881
C: 3.90420 2.27391 -1.12866
C: 4.10286 0.77995 -0.96384
C: 4.84349 3.02126 -0.19948
O: 2.49448 2.62670 -0.82460
Si: 1.58061 2.20750 0.47738
S: 1.00550 0.17504 0.32256
O: 2.52981 2.52711 1.76159
C: 2.73412 1.94538 3.09576
C: 3.30435 0.55229 2.97585
C: 3.73157 2.87273 3.74712
C: 1.43183 1.95918 3.86440
O: 0.14209 3.04078 0.51217
C: 0.04880 4.57672 0.43922
C: -1.36804 4.89726 0.86667
C: 1.05135 5.19459 1.40009
C: 0.34091 5.00665 -0.98686
H: 5.19811 2.43291 -2.84859
H: 4.05243 3.76947 -2.70095
H: 3.49550 2.18105 -3.26677
H: 5.12584 0.50643 -1.26145
H: 3.97138 0.45654 0.07512
H: 3.39985 0.22730 -1.59133
H: 4.76923 4.10029 -0.35462
H: 4.62978 2.80369 0.85187
H: 5.88895 2.73458 -0.38854
H: 4.23908 0.55805 2.41142
H: 3.54435 0.17228 3.97416
H: 2.61731 -0.16211 2.51810
H: 3.30649 3.87568 3.83547
H: 4.00020 2.52517 4.74691
H: 4.64170 2.94430 3.14997
H: 1.09788 2.98473 4.03792
H: 0.63284 1.40044 3.37673
H: 1.60266 1.50361 4.84231
H: -1.60656 4.47852 1.85486
H: -1.53436 5.98191 0.93871
H: -2.10223 4.51072 0.15119
H: 2.08177 5.08646 1.03784
H: 0.85932 6.27888 1.45903
H: 0.95703 4.80226 2.42116
H: 1.34453 4.70771 -1.30968
H: -0.39015 4.58107 -1.67962
H: 0.29767 6.10217 -1.07671

7.
This record from the OMol25 dataset describes CHBr3 as an isolated structure. The level of theory is ωB97M-V/def2-TZVPD.

Calculated values
**Net charge**: 0
**Multiplicity**: 1
**ΔE to the lowest compared entry with this formula, charge and spin**: 0.86 kcal per mole
**Kohn-Sham gap**: 10.2 eV
**Highest occupied orbital energy**: -10.4 eV
**DFT total energy**: -211180.2086 eV

Atoms and positions in Å:
C: 0.00003 -0.13218 -0.03048
Br: 0.29041 0.81713 -1.72972
Br: -1.61185 0.44576 0.87181
Br: 1.50051 0.04989 1.15735
H: -0.17912 -1.18058 -0.26896

8.
This record from the OMol25 dataset describes C2H4S3 as an isolated structure in a non-equilibrium geometry. The level of theory is ωB97M-V/def2-TZVPD.

Calculated values
**Net charge**: 0
**Multiplicity**: 1
**ΔE to the lowest compared entry with this formula, charge and spin**: 43.19 kcal per mole
**Kohn-Sham gap**: 8.4 eV
**Highest occupied orbital energy**: -8.5 eV
**DFT total energy**: -34642.3533 eV

Atoms and positions in Å:
C: 0.52600 0.23177 -0.14292
C: -1.14116 -0.75366 -0.05664
S: 1.73554 -0.54287 -1.24654
S: 1.85415 -0.52412 0.84970
S: 0.11689 1.94127 -0.05507
H: -1.68808 -0.56736 -0.90399
H: -1.60914 -0.32598 0.82561
H: -0.92884 -1.71554 0.04933
H: 1.13463 2.25651 0.68052